Density functional theory data (ωB97M-V/def2-TZVPD) for a cluster of 3 separate species, C33H71BF3N4O16PS2 in total at a distorted geometry.

```
131
Properties=species:S:1:pos:R:3:forces:R:3
H 3.284356 0.796868 3.068162 -0.17 0.12 -0.08
C 1.548271 -3.899715 0.021910 0.08 0.30 0.49
H -8.032719 5.631795 0.288532 0.01 -0.10 0.01
F 3.886090 -1.759723 4.929197 0.21 -0.10 0.01
C -0.659717 -3.637692 2.896044 -1.25 -0.14 0.14
H 5.929880 -0.949227 4.028214 0.02 0.03 -0.16
O -0.195524 -4.677170 3.758189 0.32 0.21 -0.16
H -2.491357 -2.651150 2.434701 -0.12 -0.02 -0.04
O 2.556757 -6.439523 0.847136 -0.36 0.27 -0.09
H -9.859345 3.698763 -1.950625 0.02 0.02 -0.03
H -2.714021 -4.366889 2.754552 -0.05 -0.16 0.24
H -6.177197 1.853236 -3.982424 0.04 0.00 0.00
C -0.687930 -3.376442 -1.753812 -0.26 0.22 0.13
H -4.797561 -0.422998 -2.915856 0.10 0.18 -0.08
H 3.625825 -1.682044 -0.852158 0.14 0.09 0.30
C 2.803128 4.224976 -0.625957 0.14 0.09 0.20
H 1.109608 -4.873178 -0.206945 0.25 -0.19 -0.09
O 1.886712 -1.579462 3.593452 0.31 0.30 0.23
H 5.994121 0.589647 1.151446 0.08 0.09 0.01
H 6.577921 -2.237465 5.022682 -0.15 -0.11 0.00
C 1.173838 3.194253 1.976255 0.17 -0.16 0.07
H -4.339136 -2.851597 -2.316155 0.20 0.08 0.24
O 0.722538 -3.269830 0.966897 -0.12 -0.08 -0.41
C -6.036259 2.542399 -3.148877 0.00 -0.25 -0.02
N -5.989632 3.979435 -0.193391 0.09 0.12 -0.09
H 5.010717 -4.008466 3.375024 0.01 0.03 0.10
O -1.599090 -1.497808 -5.024996 -0.22 0.00 0.91
H -4.137449 4.056215 -2.392858 -0.14 0.01 -0.01
C 0.636383 -2.622929 -1.891822 -0.01 0.32 -1.04
H 0.058760 -4.273800 4.589638 0.17 -0.04 0.18
B 0.557498 -1.057211 -1.455309 0.03 0.06 0.20
N 3.462871 -7.445368 1.170910 0.22 0.17 0.25
H -5.570681 6.023060 -0.093922 0.03 -0.01 0.00
H -1.781245 0.934939 -4.405649 0.17 -0.06 -0.09
O 3.153092 -2.805049 1.287252 0.35 0.07 -0.38
C -0.353496 -4.040789 1.460539 -0.22 -0.25 0.69
C -4.649978 3.425137 -0.356201 -0.19 -0.15 0.11
H -3.938520 -3.146557 -3.987151 0.11 -0.03 -0.08
H 5.197364 -3.930708 -2.059221 0.10 -0.14 0.03
C -1.996476 -1.146282 -3.932208 0.14 0.26 -0.93
C 4.902812 -3.481203 -1.108975 -0.09 0.30 -0.76
H 1.277043 6.909129 3.874839 -0.03 -0.01 -0.01
O 5.692654 -0.321063 1.058879 0.43 -0.39 1.43
H 0.116375 7.822147 0.242887 0.02 0.02 0.00
H 0.544609 -0.084436 0.481310 0.05 0.09 0.02
H -0.223370 -2.665782 3.123390 0.46 -0.14 -0.04
H 5.469371 -4.033837 1.724995 -0.02 0.23 -0.23
H 2.187964 2.217074 -0.950979 -0.03 -0.02 0.03
H -2.424485 -3.180521 4.090743 -0.05 -0.30 0.16
C 5.283856 -3.346960 2.548180 -0.31 -0.38 -0.15
C 6.677531 -1.737911 4.060019 0.04 0.24 0.11
H -1.266415 -3.944092 0.869617 0.13 0.27 -0.30
C -9.319115 4.155848 -1.123453 0.04 0.05 -0.10
H 2.625075 6.796907 2.726801 0.05 0.09 0.00
H 3.714348 -5.458353 2.197107 0.08 0.18 0.01
H 1.347258 6.472457 -1.326044 0.00 -0.03 -0.02
O -4.883823 2.122382 -2.437569 -0.06 0.12 -0.05
H 2.779849 4.406238 -1.704753 -0.05 0.01 -0.01
H 3.824578 3.923782 -0.379667 0.00 -0.05 -0.05
H 4.595127 -5.250992 -0.051856 0.13 -0.02 -0.08
N -2.477317 -2.051180 -2.922820 0.31 -0.38 -0.36
H 2.556271 5.314564 1.062832 0.02 0.02 0.02
H -5.782083 5.417278 -1.749624 0.01 0.16 0.01
H -7.667421 6.802895 -0.984730 -0.02 0.00 0.02
H -6.933275 2.494161 -2.526069 -0.03 0.13 -0.02
C -2.039033 0.312418 -3.554113 -0.25 0.09 -0.02
C -0.194980 -0.537694 -0.185702 0.13 -0.33 0.14
H -3.933118 4.089323 0.136261 0.00 0.04 -0.03
O 2.754560 -3.764028 4.249923 0.42 -0.06 0.24
H -5.922344 3.553040 -3.547317 -0.01 0.04 0.05
C -6.145400 5.331222 -0.715967 -0.06 -0.24 -0.04
H 0.815653 0.094840 -3.037713 0.37 -0.14 -0.36
H -4.626841 2.477849 0.188516 0.07 -0.01 -0.01
H -0.723684 -1.299374 0.380354 -0.03 -0.01 0.05
H -10.028803 4.721632 -0.512600 -0.01 -0.04 0.04
H 0.837824 3.255948 -0.544549 -0.03 0.09 0.11
C 4.062503 -2.451069 2.238022 2.00 0.40 2.12
S 1.249500 -2.563231 -3.618812 0.20 -0.12 0.03
C -7.599805 5.746514 -0.708787 0.07 0.26 -0.17
C 1.289216 6.120749 -0.292059 0.13 -0.13 0.19
H -0.126511 -5.110040 1.503639 0.18 -0.03 -0.18
H 1.996112 -5.142338 2.325239 -0.08 0.20 -0.04
C -1.711465 -3.321242 -2.889376 -0.31 -0.15 0.44
F 7.340570 -2.267814 1.839396 -0.29 0.06 -0.02
H 0.956647 2.461404 2.755911 -0.02 -0.03 -0.04
C 3.944761 -4.475419 -0.467811 0.91 0.15 0.80
H -1.385061 0.531984 -2.710373 0.06 -0.11 0.04
H 0.441997 5.424588 -0.214034 -0.10 0.09 -0.09
C 4.457024 -2.060259 -1.429972 0.10 -0.18 -0.53
H -5.789534 -1.607820 -3.721193 -0.05 -0.04 0.00
P 4.272096 -0.559526 1.821560 -3.25 0.97 -3.06
H 5.332627 -1.419756 -1.367622 0.00 0.11 0.24
H 1.147836 -3.864225 -3.943243 -0.15 0.00 0.15
O 1.746740 -3.154422 -1.137470 -0.32 0.19 0.42
O 3.177773 -8.441672 0.648723 -0.03 -0.42 -0.25
C 1.888235 3.048887 -0.307519 0.16 -0.27 -0.33
O 4.135690 0.360271 3.167477 1.54 -0.49 0.58
C 2.970456 -4.059994 0.667352 -1.11 -1.26 -1.30
H -3.041281 0.592606 -3.234204 -0.03 -0.02 0.12
H -4.513377 -0.879346 -4.642578 0.20 0.24 0.05
S 3.013911 -2.428109 3.815509 -1.32 -0.30 -0.88
H -0.555516 -4.429192 -1.501763 0.32 -0.07 -0.12
O 1.249440 -0.119136 -2.207399 -0.43 0.18 0.25
C -2.173977 -3.479336 3.076159 0.29 0.62 -0.49
H 3.413464 -4.980947 -1.267347 -0.36 0.13 0.03
H 7.219359 -3.604670 3.273055 -0.06 -0.10 -0.04
H -0.903353 0.245215 -0.463660 0.02 0.11 -0.06
H -8.872870 3.361898 -0.514794 -0.06 0.02 0.08
C 0.999025 7.294588 0.616744 -0.29 0.02 -0.13
H 1.743313 8.335252 2.930251 0.06 0.00 0.01
H 7.661378 -1.273662 4.058563 0.07 0.02 -0.09
H 1.834597 7.999662 0.620859 0.07 -0.06 0.04
H 0.228129 3.521534 1.537533 0.00 0.05 -0.02
O -8.332730 5.005252 -1.677715 -0.06 -0.16 0.14
C -3.896494 -2.387523 -3.196202 -0.20 0.17 -0.35
C 1.642311 7.246050 2.906298 -0.11 -0.06 -0.02
H 1.668261 4.045686 2.452920 -0.11 0.09 -0.03
C -4.167579 3.150774 -1.776043 0.32 -0.04 0.09
H -1.332086 -3.613962 -3.866939 0.14 0.23 -0.09
H -2.441634 -4.083233 -2.617000 -0.05 -0.09 -0.02
H -1.220285 -2.924780 -0.916217 0.06 -0.15 0.19
C 2.814107 -5.257449 1.617778 0.32 -0.07 0.66
O 2.011911 2.569330 1.020094 -0.14 0.10 0.17
O 0.698832 6.842630 1.932430 0.20 0.02 0.07
C -4.769093 -1.228586 -3.644521 -0.49 -0.35 0.21
H 4.148208 -2.030177 -2.474787 -0.20 -0.03 0.00
N 2.551174 5.486447 0.065683 -0.12 0.00 -0.10
H -3.135296 2.794342 -1.703344 0.00 -0.02 -0.01
H -6.649662 3.372822 -0.662707 -0.03 -0.02 0.03
F 6.102861 -3.426806 -0.376712 -0.20 -0.06 0.35
C 6.627898 -2.748107 2.933665 0.60 -0.32 0.35
```
Forces are in eV/Å.

Computed properties:
Kohn-Sham gap in eV: 8.274
HOMO energy in Ha: -0.292
Structure (SMILES): CCN(CC[C@](S)(O[C@H](OC[C@@H](C)O)[C@@](CON=O)(C[C@@H](C)F)O[C@@](C[C@H](C)F)(P(O)O)S(=O)(=O)F)B(C)O)C(C)=O.COCCNCCOC.COCCNCCOC
LUMO energy in eV: 0.3303
Charge: 0

=====

Density functional theory data (ωB97M-V/def2-TZVPD) for a structure of composition CIN4 at a distorted geometry.

```
6
Properties=species:S:1:pos:R:3:forces:R:3
N 0.559500 -0.106171 0.880213 -0.51 0.78 0.64
N 1.131543 -1.036482 0.086170 1.43 -0.99 0.74
C -0.384866 0.527569 0.346623 -0.05 -1.40 -3.04
N 0.568575 -1.074996 -1.096140 -0.14 -0.23 -0.73
N -0.352379 -0.354703 -1.416216 -0.84 1.96 2.41
I -1.522372 2.044783 1.199349 0.11 -0.12 -0.02
```
Forces are in eV/Å.

Computed properties:
ΔE to the lowest compared entry with this formula, charge and spin in kcal per mole: 54.8
Kohn-Sham gap in eV: 6.803
HOMO energy in Ha: -0.139
LUMO energy in eV: 3.0140
Charge: -1

=====

Density functional theory data (ωB97M-V/def2-TZVPD) for an isolated molecule of C3H2O3.

```
8
Properties=species:S:1:pos:R:3:forces:R:3
H 1.035973 -1.583035 -1.119971 0.04 0.06 0.07
H -1.165035 1.153396 1.624649 -0.06 -0.05 -0.09
O -2.544038 0.994527 0.128237 0.54 -0.05 0.19
O 0.546207 0.264074 -0.297410 -0.43 -0.14 0.26
O 2.660950 -0.531363 -0.409539 -0.68 -0.03 -0.24
C 1.521571 -0.715703 -0.654616 0.81 -0.10 0.04
C -0.570287 -0.307104 0.081490 0.21 0.26 -0.04
C -1.485339 0.725207 0.647163 -0.42 0.04 -0.19
```
Forces are in eV/Å.

Computed properties:
ΔE to the lowest compared entry with this formula, charge and spin in kcal per mole: 80.5
Kohn-Sham gap in eV: 8.861
HOMO energy in Ha: -0.358
LUMO energy in eV: -0.8693
Charge: 0

=====

Density functional theory data (ωB97M-V/def2-TZVPD) for an isolated molecule of C5H8N2.

```
15
Properties=species:S:1:pos:R:3:forces:R:3
H 0.853856 1.048196 -1.467019 0.06 0.04 0.33
H -2.144502 0.134443 -1.602180 0.06 0.00 0.15
H 0.460554 -1.946007 0.244042 0.06 0.08 -0.14
H -2.018009 1.681897 -0.747160 0.10 -0.17 0.00
H 1.881879 0.647864 1.499148 -0.02 0.19 -0.21
N 1.410913 -1.821749 -0.117534 0.17 0.04 -0.09
C -1.945619 0.586940 -0.626737 -0.05 -0.13 -0.03
C 1.844065 -0.699775 -0.649162 -0.36 -0.30 0.22
H -0.686610 0.576447 2.046165 0.04 0.17 -0.09
H -2.754559 0.285119 0.051523 0.11 0.03 -0.13
C 1.064216 0.939245 0.833849 0.05 -0.10 0.11
H 2.067677 -2.572082 0.047174 -0.12 0.08 -0.13
N -0.206938 0.586298 1.152846 -0.13 -0.05 0.07
C 0.791837 0.391638 -0.593017 0.12 0.05 -0.18
C -0.618759 0.161525 -0.071936 -0.09 0.06 0.12
```
Forces are in eV/Å.

Computed properties:
ΔE to the lowest compared entry with this formula, charge and spin in kcal per mole: 122.3
Kohn-Sham gap in eV: 7.787
HOMO energy in Ha: -0.260
LUMO energy in eV: 0.7074
Charge: 0

=====

Density functional theory data (ωB97M-V/def2-TZVPD) for a cluster of 2 separate species, C4H12N4 in total.

```
20
Properties=species:S:1:pos:R:3:forces:R:3
H 2.076079 -0.617498 2.164168 0.01 -0.14 0.07
N -1.788492 1.538651 -1.499813 0.00 -0.23 0.03
C -1.413953 0.228405 -1.014952 0.14 0.42 -0.33
H -0.944054 2.089671 -1.610685 0.00 0.01 -0.03
H 3.094995 1.196565 -0.727371 0.01 -0.02 0.00
H 3.506465 0.749556 0.920999 0.01 0.02 -0.03
N -2.006478 -0.438491 -0.138138 -0.24 -0.13 0.14
C 3.152804 0.357314 -0.034202 0.08 0.39 0.18
H -3.407957 1.124918 0.193999 -0.11 0.05 0.05
H 1.479468 -0.669644 -0.677709 -0.05 -0.04 0.03
H -3.176649 -0.009522 1.545347 0.07 -0.12 0.06
C 1.657825 -1.051351 1.250771 0.08 0.24 -0.28
H 3.906046 -0.345659 -0.401886 -0.07 -0.11 -0.01
H -0.526962 -0.187813 -1.494681 0.03 -0.20 0.22
N 1.833980 -0.219080 0.156205 0.07 -0.32 -0.12
N 1.041594 -2.152596 1.158473 0.09 -0.02 0.23
C -3.226170 0.085546 0.463900 0.17 0.11 -0.33
H -4.052561 -0.529542 0.105473 -0.06 0.01 0.10
H -2.172819 1.435043 -2.435562 -0.11 0.09 0.08
H 0.966843 -2.584467 2.075655 -0.11 -0.01 -0.05
```
Forces are in eV/Å.

Computed properties:
ΔE to the lowest compared entry with this formula, charge and spin in kcal per mole: 34.9
Kohn-Sham gap in eV: 9.911
HOMO energy in Ha: -0.333
Structure (SMILES): [H]/N=C/NC.C/N=C\N
LUMO energy in eV: 0.8405
Charge: 0

=====

Density functional theory data (ωB97M-V/def2-TZVPD) for a cluster of 2 separate species, C5H14NO in total at a distorted geometry.

```
21
Properties=species:S:1:pos:R:3:forces:R:3
C 1.309244 0.087398 -0.659041 -1.74 0.74 -2.80
H 1.072140 -1.609960 0.749583 -0.35 0.80 -0.20
H 0.203528 0.522816 3.762858 0.02 0.30 0.38
H -1.541515 0.291835 -0.576147 0.19 0.30 1.07
C 0.884490 0.213226 1.765912 -0.55 2.96 4.75
H 0.905329 1.310771 1.704005 0.12 -0.35 -0.14
C 0.439623 1.331505 -0.998944 -2.44 -0.95 4.24
H -2.784297 -1.170197 -2.946254 0.42 -0.61 0.63
H 0.168948 -1.211310 3.174297 -0.67 0.07 -0.20
C 0.989251 -0.501035 0.651435 1.65 -3.54 -2.73
O -2.218672 -1.544511 -2.230306 -0.66 0.01 -0.69
H 1.070413 -0.557992 -1.568525 1.31 0.00 1.51
H 0.220219 1.801977 0.076156 0.64 0.24 -3.06
H 0.631049 1.995307 -1.844711 0.57 -0.18 0.46
N -0.928864 0.688502 -1.280889 -0.55 2.59 0.54
H 2.303048 0.501952 -0.689936 1.09 -0.45 0.10
H 1.524709 -0.702596 3.675563 0.45 0.71 -0.25
H -1.512372 1.318187 -1.797833 -0.69 1.19 -0.07
C 0.661262 -0.225209 3.145264 0.15 -1.33 -1.07
H -2.450141 -2.498355 -2.214076 0.23 0.75 0.00
H -0.947393 -0.042311 -1.898408 0.82 -3.24 -2.46
```
Forces are in eV/Å.

Computed properties:
ΔE to the lowest compared entry with this formula, charge and spin in kcal per mole: 36.7
Spin multiplicity: 2
Expectation value of S²: 0.754
Kohn-Sham gap (alpha / beta) in eV: 10.754 / 6.518
HOMO energy (alpha / beta) in Ha: -0.704 / -0.704
LUMO energy (alpha / beta) in eV: -8.3923 / -12.6290
Charge: +2

=====

Density functional theory data (ωB97M-V/def2-TZVPD) for a cluster of 2 separate species, C5H9N2 in total at a distorted geometry.

```
16
Properties=species:S:1:pos:R:3:forces:R:3
C 1.837857 -0.606617 -0.232998 1.62 -1.03 1.37
H 2.061983 1.389867 -0.497895 0.16 1.28 -0.97
C 0.539532 -1.225095 -0.352884 -0.33 0.05 -0.38
N -0.433795 -1.434639 0.654600 0.76 -1.27 0.50
H 2.491246 -1.202781 0.484811 -0.98 0.25 -1.01
H 2.326804 -0.568638 -1.198150 -0.07 -0.34 -0.16
H -3.185790 1.524501 0.666887 0.63 0.86 1.79
H 2.579231 0.938679 1.010067 1.13 0.18 1.50
N -0.307029 -1.214952 -1.446366 1.17 -0.37 0.31
C -1.077503 -0.922591 -0.429993 -3.76 2.43 0.37
H 0.884317 1.219820 0.714441 -0.63 -0.23 0.37
C 1.799123 0.808923 0.336429 -0.58 0.01 -1.04
H -3.727746 0.140099 -0.215567 0.09 -0.41 -0.83
H -0.506607 -1.012470 1.573973 0.41 0.19 0.00
H -2.310667 1.268179 -0.929532 -0.91 -0.27 0.10
C -2.970957 0.897720 -0.137821 1.30 -1.33 -1.92
```
Forces are in eV/Å.

Computed properties:
ΔE to the lowest compared entry with this formula, charge and spin in kcal per mole: 197.7
Kohn-Sham gap (alpha / beta) in eV: 7.529 / 8.743
HOMO energy (alpha / beta) in Ha: -0.529 / -0.544
LUMO energy (alpha / beta) in eV: -6.8641 / -6.0492
Charge: +1

=====

Density functional theory data (ωB97M-V/def2-TZVPD) for a cluster of 2 separate species, C3H2O3 in total at a distorted geometry.

```
8
Properties=species:S:1:pos:R:3:forces:R:3
H 0.584103 -0.216935 1.456807 0.33 -0.15 -0.07
O 1.201030 -0.732957 0.913364 -0.09 0.12 0.20
C -1.163184 0.567973 0.804525 -1.87 0.56 1.14
O -2.253966 0.784925 1.003476 0.82 -0.19 -0.20
H 1.500214 -1.028164 -1.105082 0.09 -0.03 -0.03
O -0.716050 0.850940 -1.731644 0.39 -0.40 0.50
C -0.061272 0.245736 -0.947339 0.39 0.19 -1.11
C 0.909127 -0.471518 -0.394104 -0.05 -0.11 -0.43
```
Forces are in eV/Å.

Computed properties:
ΔE to the lowest compared entry with this formula, charge and spin in kcal per mole: 58.8
Kohn-Sham gap in eV: 8.016
HOMO energy in Ha: -0.307
LUMO energy in eV: -0.3358
Charge: 0